Here is an isolated molecule of C11H12OS2 in a non-equilibrium geometry from the OMol25 dataset. Energies are from the ωB97M-V functional and the def2-TZVPD basis.

Structure (XYZ):
```
26
Properties=species:S:1:pos:R:3:forces:R:3
C -3.828 0.864 0.640 -0.3226 2.8123 0.0114
C -3.548 -0.255 1.376 -0.5625 -1.3207 2.3931
C -3.020 1.232 -0.427 -0.2794 -0.0462 -0.0034
C -2.483 -1.105 1.005 0.6089 0.0193 -1.3002
C -1.944 0.465 -0.785 0.7870 -1.0597 0.5619
C -1.606 -0.717 -0.137 -2.5558 -0.8947 2.4968
C -0.461 -2.964 -0.622 -1.2115 -1.8323 1.0125
C 1.555 0.536 -0.832 1.6562 -2.0951 1.1275
C 2.352 0.287 0.499 -1.9361 -3.2249 0.6733
C -0.485 -1.519 -0.612 0.4679 2.2126 1.2349
C 3.505 -0.726 0.413 2.2456 4.8667 0.7524
O -1.370 -3.697 -0.288 0.0633 0.6788 -0.1327
S 0.827 -0.948 -1.534 0.4025 0.3682 -0.2362
S 1.156 -0.147 1.844 0.2427 -0.3369 -1.3264
H -4.539 1.691 0.991 0.6610 -1.7599 -0.4786
H -4.214 -0.364 2.367 1.8196 -0.3921 -2.4101
H -3.231 2.134 -0.959 -0.0474 0.4390 -0.2300
H -2.306 -2.069 1.528 -0.0100 0.9917 -0.3306
H -1.201 0.673 -1.502 0.1133 1.0790 -1.3156
H 0.468 -3.407 -0.912 1.0270 -0.2903 -0.5077
H 0.996 1.345 -0.616 -2.9898 2.2486 0.6093
H 2.205 0.927 -1.556 1.2428 -0.0080 -1.4708
H 2.671 1.224 0.838 0.6911 1.6984 0.0606
H 4.320 -0.368 1.196 -1.7313 -1.3197 -1.4087
H 3.960 -0.553 -0.553 0.5057 -0.0503 -0.4499
H 3.256 -1.710 0.446 -0.8881 -2.7836 0.6672
```
Positions in Å, forces in eV/Å.

The value obtained for the total energy is -35315.1724 eV. The charge is 0. As for the energy above the lowest of the compared OMol25 structures with the same formula, charge and spin: 115.0 kcal/mol. Its gap between HOMO and LUMO (alpha / beta) is 4.91 / 4.90 eV. The calculation puts the largest force on an atom at 5.41 eV/Å. For the molar mass, the calculation gives 224.4 g/mol. The LUMO energy (alpha / beta) comes out at -0.102 / -0.102 Eh.